The following is a quantum chemistry calculation of one molecule with the formula C3H6N2O2 in a non-equilibrium geometry, from the Open Molecules 2025 dataset.

Structure (XYZ):
```
13
C3H6N2O2, DFT the ωB97M-V functional and the def2-TZVPD basis
H 0.368 -2.377 -0.167
N 0.041 -1.432 -0.283
C -1.224 -1.336 -0.300
O -1.792 -0.127 -0.337
C -0.773 0.963 0.387
C 0.754 0.958 0.348
N 1.619 0.730 -0.687
O 1.080 1.486 1.400
H -1.871 -2.231 -0.242
H -1.045 2.024 0.205
H -1.086 0.649 1.359
H 2.596 0.775 -0.409
H 1.386 -0.048 -1.290
```

Lowest unoccupied orbital energy in eV: 0.883
Total energy in eV: -10282.0402
SMILES: [H]/N=C/OCC(N)=O
Kohn-Sham gap in eV: 10.8
Energy above the lowest of the compared OMol25 structures with the same formula, charge and spin in eV: 2.757
HOMO energy in Eh: -0.363


The following is a quantum chemistry calculation of one molecule with the formula C3H6ClNOSi in a non-equilibrium geometry, from the Open Molecules 2025 dataset.

Structure (XYZ):
```
13
C3H6ClNOSi, DFT the ωB97M-V functional and the def2-TZVPD basis
C 1.181 1.760 0.743
C 0.316 -1.229 1.062
C -1.411 -0.064 -1.194
N -0.012 1.524 0.539
O 2.245 2.163 0.986
Si 0.282 0.163 -0.344
Cl 1.528 0.850 -1.898
H 0.611 -1.012 2.070
H -0.663 -1.738 0.981
H 0.975 -2.068 0.812
H -1.290 -0.173 -2.223
H -1.664 -0.899 -0.659
H -2.096 0.723 -0.876
```

Lowest unoccupied orbital energy in eV: 0.179
Total energy in eV: -27147.1312
Kohn-Sham gap in eV: 10.6
Energy above the lowest of the compared OMol25 structures with the same formula, charge and spin in eV: 0.000
HOMO energy in Eh: -0.382


The following is a quantum chemistry calculation of a 7-piece molecular cluster, C33H55N3O20S overall in a non-equilibrium geometry, from the Open Molecules 2025 dataset.

Structure (XYZ):
```
112
C33H55N3O20S, DFT the ωB97M-V functional and the def2-TZVPD basis
N -0.061 -2.104 4.495
C 0.793 -2.726 4.040
C 2.167 -3.310 3.685
C 2.504 -4.589 4.537
C 3.963 -5.088 4.439
O 4.401 -5.694 5.384
C 3.275 -2.195 3.685
C 2.620 -0.867 3.200
N 2.222 0.184 2.966
C 3.923 -1.913 5.078
C 2.932 -1.905 6.265
O 3.134 -2.692 7.156
N 4.403 -2.488 2.746
C 4.107 -2.228 1.567
S 3.893 -1.536 0.131
H 2.062 -3.645 2.628
H 1.864 -5.415 4.149
H 2.170 -4.401 5.572
H 4.637 -4.961 3.567
H 4.355 -0.886 5.019
H 4.787 -2.587 5.225
H 2.035 -1.251 6.323
C -0.423 3.799 4.743
C 1.015 3.323 4.740
O 1.922 4.385 4.406
C 2.144 5.276 5.370
O 1.674 5.262 6.475
O 2.979 6.213 4.890
C 3.217 7.292 5.795
H -0.672 4.265 3.787
H -1.103 2.965 4.918
H -0.595 4.548 5.516
H 1.143 2.557 3.976
H 1.292 2.874 5.696
H 3.566 6.928 6.760
H 2.310 7.885 5.916
H 3.990 7.920 5.358
C -1.505 -6.456 -2.453
C -1.040 -5.320 -1.567
O -0.405 -5.807 -0.375
C 0.829 -6.280 -0.534
O 1.450 -6.321 -1.561
O 1.270 -6.707 0.653
C 2.553 -7.328 0.585
H -2.150 -7.136 -1.893
H -2.056 -6.071 -3.312
H -0.664 -7.045 -2.822
H -1.902 -4.740 -1.241
H -0.373 -4.640 -2.102
H 3.283 -6.674 0.108
H 2.482 -8.275 0.051
H 2.879 -7.526 1.604
C -7.148 -2.966 -5.132
C -6.718 -4.072 -4.190
O -5.290 -4.125 -4.055
C -4.749 -3.173 -3.296
O -5.339 -2.304 -2.714
O -3.422 -3.345 -3.300
C -2.704 -2.328 -2.601
H -6.650 -3.071 -6.096
H -8.227 -2.991 -5.287
H -6.882 -1.983 -4.743
H -7.022 -5.036 -4.595
H -7.187 -3.971 -3.210
H -3.068 -2.216 -1.580
H -2.777 -1.381 -3.136
H -1.660 -2.628 -2.565
C -9.032 -0.644 -11.658
C -8.654 0.190 -10.451
O -8.149 -0.624 -9.384
C -6.907 -1.078 -9.547
O -6.185 -0.857 -10.482
O -6.602 -1.838 -8.491
C -5.327 -2.475 -8.587
H -9.736 -1.429 -11.373
H -9.489 -0.020 -12.427
H -8.161 -1.138 -12.091
H -9.540 0.689 -10.060
H -7.931 0.966 -10.709
H -4.535 -1.752 -8.775
H -5.348 -3.232 -9.372
H -5.131 -2.965 -7.636
C -3.239 7.990 -0.166
C -2.750 9.127 0.708
O -2.085 8.642 1.881
C -0.854 8.168 1.688
O -0.263 8.128 0.642
O -0.390 7.731 2.862
C 0.891 7.101 2.782
H -3.870 7.311 0.410
H -3.812 8.375 -1.011
H -2.408 7.402 -0.557
H -3.601 9.710 1.059
H -2.097 9.806 0.156
H 1.624 7.751 2.304
H 0.808 6.157 2.243
H 1.225 6.891 3.792
C 5.786 2.707 1.752
C 6.007 1.425 2.528
O 7.174 0.726 2.072
C 8.340 1.243 2.459
O 8.495 2.211 3.153
O 9.317 0.500 1.930
C 10.628 1.003 2.184
H 5.749 2.501 0.680
H 4.853 3.183 2.055
H 6.600 3.415 1.912
H 5.163 0.754 2.366
H 6.071 1.613 3.602
H 10.796 1.148 3.250
H 10.780 1.938 1.644
H 11.338 0.266 1.814
```

Lowest unoccupied orbital energy in eV: -0.935
Total energy in eV: -91366.4556
SMILES: N#C[C@H](CC=O)[C@@](C#N)(CC=O)N=C=S.CCOC(=O)OC.CCOC(=O)OC.CCOC(=O)OC.CCOC(=O)OC.CCOC(=O)OC.CCOC(=O)OC
Kohn-Sham gap in eV: 9.5
HOMO energy in Eh: -0.382


The following is a quantum chemistry calculation of a 2-piece molecular cluster, C26H34N4O3 overall in a non-equilibrium geometry, from the Open Molecules 2025 dataset.

Structure (XYZ):
```
67
C26H34N4O3, DFT the ωB97M-V functional and the def2-TZVPD basis
C 2.735 -0.455 -2.031
N 2.815 0.849 -1.409
C 1.627 1.549 -1.176
O 0.558 1.068 -1.570
C 1.754 2.824 -0.461
C 0.671 3.555 -0.098
C -0.718 3.167 -0.199
C -1.140 1.915 0.284
C -2.426 1.457 0.101
C -3.389 2.294 -0.534
C -2.993 3.584 -0.991
C -1.691 4.012 -0.782
C -3.963 4.463 -1.710
C -5.183 3.708 -2.232
C -5.709 2.740 -1.184
N -4.665 1.848 -0.720
C -5.123 0.616 -0.107
C -4.039 -0.450 -0.118
C -2.762 0.069 0.531
C 3.082 3.407 -0.229
O 3.246 4.520 0.282
N 4.184 2.629 -0.620
C 5.518 3.145 -0.412
C 4.107 1.346 -1.176
O 5.109 0.695 -1.448
H 1.681 -0.709 -2.122
H 3.203 -0.418 -3.018
H 3.261 -1.184 -1.410
H 0.862 4.591 0.193
H -0.422 1.279 0.802
H -1.383 5.001 -1.133
H -3.450 4.951 -2.546
H -4.294 5.268 -1.035
H -4.909 3.153 -3.137
H -5.974 4.412 -2.502
H -6.517 2.121 -1.592
H -6.126 3.313 -0.335
H -5.438 0.804 0.936
H -6.007 0.277 -0.661
H -4.394 -1.337 0.412
H -3.824 -0.743 -1.153
H -1.924 -0.594 0.280
H -2.858 0.043 1.627
H 5.426 4.127 0.043
H 6.074 2.466 0.237
H 6.032 3.213 -1.374
C 3.033 -5.005 0.712
C 2.723 -3.510 0.659
N 1.614 -3.079 1.611
C 2.041 -3.534 3.027
C 2.335 -5.026 3.128
C 2.104 -5.709 1.746
C 0.630 -5.426 1.324
C 0.380 -3.923 1.267
H 2.887 -5.443 -0.283
H 4.085 -5.150 0.988
H 3.616 -2.920 0.912
H 2.411 -3.216 -0.355
H 2.924 -2.943 3.305
H 1.223 -3.257 3.706
H 3.371 -5.175 3.455
H 1.681 -5.480 3.883
H 2.305 -6.785 1.794
H 0.429 -5.866 0.340
H -0.061 -5.887 2.041
H -0.409 -3.636 1.977
H 0.054 -3.619 0.263
```

Lowest unoccupied orbital energy in eV: -0.422
Total energy in eV: -39617.9909
SMILES: CN1C(=O)C(=Cc2cc3c4c(c2)CCCN4CCC3)C(=O)N(C)C1=O.C1CN2CCC1CC2
Kohn-Sham gap in eV: 6.8
Energy above the lowest of the compared OMol25 structures with the same formula, charge and spin in eV: 1.927
HOMO energy in Eh: -0.267


The following is a quantum chemistry calculation of C22H23MoN3SSi as an isolated structure, from the Open Molecules 2025 dataset.

Structure (XYZ):
```
51
C22H23MoN3SSi, DFT the ωB97M-V functional and the def2-TZVPD basis
Mo -0.231 -0.572 0.017
S 3.943 -1.511 1.287
C 4.019 -1.744 -0.436
C 5.130 -2.041 -1.220
C 4.933 -2.170 -2.580
C 3.662 -2.013 -3.149
C 2.562 -1.725 -2.370
C 2.753 -1.587 -0.998
N 1.771 -1.300 -0.047
C 2.273 -1.242 1.189
C 1.410 -0.858 2.311
C 1.821 -0.952 3.635
C 0.968 -0.533 4.645
C -0.291 -0.024 4.343
C -0.713 0.068 3.024
C 0.127 -0.352 1.997
H 6.111 -2.166 -0.783
H 5.776 -2.400 -3.217
H 3.544 -2.129 -4.218
H 1.577 -1.621 -2.810
H 2.799 -1.348 3.883
H 1.287 -0.602 5.676
H -0.944 0.302 5.140
H -1.693 0.472 2.801
C -3.296 -2.877 0.659
C -3.440 -1.447 0.260
C -4.673 -0.803 0.200
C -4.750 0.525 -0.177
C -3.601 1.252 -0.486
C -2.419 0.560 -0.425
N -2.345 -0.760 -0.095
N -1.091 1.013 -0.546
Si -0.406 2.548 -1.279
C -1.117 2.625 -2.984
C 1.412 2.167 -1.233
C -0.881 3.952 -0.181
H -3.721 -3.524 -0.111
H -3.839 -3.072 1.583
H -2.251 -3.149 0.802
H -5.567 -1.354 0.453
H -5.715 1.013 -0.217
H -3.633 2.301 -0.743
H -0.910 1.719 -3.556
H -0.669 3.464 -3.521
H -2.196 2.790 -2.977
H 1.677 1.314 -1.866
H 1.756 1.982 -0.210
H 1.987 3.019 -1.603
H -1.958 4.126 -0.157
H -0.417 4.869 -0.552
H -0.533 3.795 0.842
```

Lowest unoccupied orbital energy (spin up / spin down) in eV: -8.295 / -7.510
Total energy in eV: -48212.9818
Kohn-Sham gap (spin up / spin down) in eV: 6.3 / 7.1
Multiplicity: 3
Energy above the lowest of the compared OMol25 structures with the same formula, charge and spin in eV: 0.000
HOMO energy (spin up / spin down) in Eh: -0.537 / -0.539
<S²>: 2.058
Total charge: +2


The following is a quantum chemistry calculation of C7H9N2 as an isolated structure in a non-equilibrium geometry, from the Open Molecules 2025 dataset.

Structure (XYZ):
```
18
C7H9N2, DFT the ωB97M-V functional and the def2-TZVPD basis
C -1.791 -0.970 -0.326
C -2.007 0.349 -0.249
C 0.129 -0.842 -0.076
C -3.073 -0.523 0.333
C -0.916 1.327 -0.153
C 1.679 0.812 -0.119
C 2.361 -0.574 0.012
N 0.266 0.461 -0.111
N 1.236 -1.514 -0.039
H -3.951 -0.791 -0.241
H -3.233 -0.489 1.408
H -0.865 2.002 -1.014
H -0.982 1.936 0.757
H 1.924 1.477 0.711
H 1.935 1.318 -1.055
H 3.058 -0.782 -0.801
H 2.889 -0.682 0.964
H 1.339 -2.515 0.000
```

Lowest unoccupied orbital energy in eV: -4.279
Total energy in eV: -10373.6300
Kohn-Sham gap in eV: 9.6
Energy above the lowest of the compared OMol25 structures with the same formula, charge and spin in eV: 4.893
HOMO energy in Eh: -0.510
Total charge: +1